Formula: C18H36O7Si
Source: the Open Molecules 2025 dataset
Level of theory: ωB97M-V/def2-TZVPD

Properties
- HOMO energy (eV) = -9.834
- electronic energy (eV) = -41456.4543
- Kohn-Sham gap (Ha) = 0.38423
- molar mass (g mol⁻¹) = 392.6
- SMILES = C#C[SiH2]CCCCCCCCCOC.COC(=O)OC.COC(=O)OC
- F_max (eV/Å) = 1.93

ORCA input file:
```
! wB97M-V def2-TZVPD RIJCOSX def2/J DEFGRID3
* xyz 0 1
Si 2.67 4.66 -1.01
O -3.16 2.00 -2.35
O -2.99 -1.54 5.09
O -4.16 3.40 -3.82
O -3.68 1.24 -4.31
O -3.51 -2.27 3.11
O -3.96 -0.11 3.62
O 4.65 -3.26 0.77
C 2.49 -3.22 -0.48
C -4.24 1.44 -5.61
C -3.13 3.06 -1.40
C 1.96 1.95 -1.31
C 0.99 -0.06 -0.07
C -2.95 -0.49 6.04
C 3.95 -3.83 -0.35
C 2.43 5.29 0.77
C 0.15 -1.41 -0.09
C -3.53 -1.20 3.91
C -4.06 -2.05 1.81
C 1.70 -3.37 0.88
C 1.33 3.39 -1.50
C 0.87 0.79 -1.40
C 2.34 5.52 1.96
C 5.99 -3.79 0.77
C 0.61 -2.25 1.17
C -3.71 2.32 -3.52
H 1.97 -3.88 -1.23
H -3.48 -1.29 1.28
H -4.14 3.40 -1.16
H -4.15 0.50 -6.15
H -0.17 1.20 -1.52
H 0.18 -1.95 -1.07
H 2.22 5.48 3.06
H 1.17 -4.37 0.88
H 6.46 -3.54 1.76
H -5.11 -1.77 1.88
H 0.71 0.54 0.85
H 2.38 -3.41 1.78
H 2.77 1.77 -2.07
H 2.75 5.80 -1.95
H 2.06 -0.35 0.08
H -3.68 2.20 -6.15
H 1.12 0.10 -2.25
H -5.29 1.71 -5.54
H 2.46 1.94 -0.30
H 0.91 3.55 -2.53
H -3.96 -0.14 6.28
H -0.31 -2.78 1.57
H 2.62 -2.17 -0.84
H 0.97 -1.54 1.96
H -2.50 -0.88 6.95
H 6.62 -3.32 -0.04
H -2.66 2.69 -0.49
H -2.53 3.89 -1.78
H 3.96 3.96 -1.08
H 5.95 -4.91 0.63
H 0.46 3.53 -0.79
H 3.95 -4.96 -0.37
H -2.34 0.34 5.68
H -0.93 -1.10 0.06
H 4.51 -3.47 -1.28
H -3.99 -2.98 1.25
*
```